1.
ORCA calculation (ωB97M-V/def2-TZVPD) on a 13-piece molecular cluster, C50H102O17S overall.

Calculated values
HOMO (spin up / spin down) = -0.4015 / -0.4015 hartree
LUMO energy (spin up / spin down) = -2.29 / -8.79 eV
⟨S²⟩ = 0.756
multiplicity = 2
charge = +1
HOMO-LUMO gap (spin up / spin down) = 8.640 / 2.133 eV

Positions of all 170 atoms, in Å:
C: 1.4841 5.3256 -3.8989
C: 2.3443 5.1723 -5.1419
C: 1.7132 3.9918 -5.8695
O: 1.4365 3.2039 -4.7896
C: 0.9369 3.9131 -3.6596
H: 0.6122 5.9790 -3.9305
H: 2.0156 5.6480 -3.0036
H: 3.3603 5.0301 -4.7735
H: 2.4295 6.1416 -5.6330
H: 2.3349 3.4235 -6.5613
H: 0.8295 4.3242 -6.4141
H: 1.2675 3.4212 -2.7447
H: -0.1465 3.9157 -3.7789
C: 0.2581 0.2387 1.3282
C: 0.1771 1.5168 0.5654
C: -0.7679 1.2956 -0.6485
O: -0.5591 -0.1210 -0.8366
C: -0.4772 -0.7876 0.3950
H: -0.1778 0.3989 2.3143
H: 1.3058 -0.0118 1.4946
H: 1.1675 1.7128 0.1544
H: -0.0526 2.3738 1.1986
H: -0.4649 1.9278 -1.4831
H: -1.8098 1.4881 -0.3926
H: 0.1602 -1.5944 0.0332
H: -1.4379 -1.1445 0.7663
C: -0.4320 -3.2662 -4.2182
C: -0.6644 -3.2825 -2.7588
C: -1.0156 -4.7195 -2.4467
O: -0.1042 -5.4295 -3.3240
C: 0.0469 -4.6708 -4.5680
H: 0.1617 -2.3951 -4.4955
H: -1.3168 -3.0986 -4.8322
H: -1.4869 -2.6680 -2.3927
H: 0.2249 -3.0328 -2.1799
H: -2.0437 -4.9672 -2.7105
H: -0.9701 -4.9800 -1.3892
H: -0.6001 -5.1615 -5.2951
H: 1.0700 -4.6516 -4.9434
C: 2.7544 0.6176 -2.4502
C: 1.9965 0.1164 -3.6382
C: 2.9669 -0.3625 -4.6269
O: 4.2299 -0.2399 -4.0473
C: 4.0030 -0.2451 -2.6075
H: 2.1944 0.4489 -1.5304
H: 2.9146 1.6927 -2.5316
H: 1.3791 0.9413 -3.9939
H: 1.3322 -0.6723 -3.2849
H: 2.8331 0.1108 -5.5997
H: 2.6908 -1.3991 -4.8202
H: 4.9034 0.1934 -2.1774
H: 3.9215 -1.2956 -2.3286
C: -4.8978 1.7564 3.3845
C: -3.4333 1.4681 3.3055
C: -3.3425 0.2506 2.3766
O: -4.4719 -0.4507 2.7488
C: -5.5517 0.4168 3.0505
H: -5.0944 2.5143 2.6262
H: -5.2505 2.2084 4.3116
H: -3.0512 1.2520 4.3032
H: -2.8243 2.2707 2.8895
H: -2.4544 -0.3577 2.5480
H: -3.3954 0.4648 1.3091
H: -6.2086 0.0430 3.8359
H: -6.2251 0.4637 2.1947
C: 5.2320 2.1739 1.1236
C: 5.4101 1.3281 2.3165
C: 4.9568 2.1629 3.4679
O: 4.2819 3.2706 2.9443
C: 4.0424 3.0285 1.5206
H: 5.0353 1.6269 0.2016
H: 6.1328 2.7617 0.9464
H: 6.4079 0.8991 2.4094
H: 4.7319 0.4788 2.2341
H: 5.8076 2.3442 4.1247
H: 4.1911 1.6107 4.0128
H: 4.0779 3.9767 0.9841
H: 3.0549 2.5831 1.4005
C: -2.6657 6.3732 -0.5757
C: -3.0922 6.2147 -2.0160
C: -2.3631 4.9947 -2.6132
O: -1.6570 4.4973 -1.4517
C: -2.1555 5.0051 -0.2146
H: -3.4163 6.6331 0.1707
H: -1.8278 7.0659 -0.4967
H: -2.8655 7.0868 -2.6294
H: -4.1765 6.1068 -2.0441
H: -1.5779 5.3247 -3.2934
H: -2.9871 4.2573 -3.1183
H: -1.3785 5.0057 0.5499
H: -2.9042 4.2901 0.1264
C: -0.1102 2.7815 6.0903
C: -0.0998 2.1070 4.7952
C: 1.3739 2.1458 4.4964
O: 2.0043 1.9211 5.7284
C: 1.2388 2.4323 6.7977
H: -0.9612 2.4399 6.6795
H: -0.1102 3.8688 6.0133
H: -0.6496 2.6091 3.9992
H: -0.4792 1.0851 4.7920
H: 1.6928 3.1158 4.1149
H: 1.6604 1.4296 3.7262
H: 1.7196 3.2885 7.2708
H: 0.9740 1.7150 7.5746
C: 2.8936 -1.7580 4.1534
C: 4.2194 -1.6368 4.7766
C: 4.9823 -2.9003 4.3435
O: 3.9642 -3.5864 3.5189
C: 2.6124 -3.1851 3.8155
H: 2.9382 -1.0968 3.2880
H: 2.1015 -1.3499 4.7812
H: 4.0335 -1.6406 5.8506
H: 4.7510 -0.7357 4.4708
H: 5.3228 -3.4810 5.2007
H: 5.8647 -2.5816 3.7886
H: 2.1950 -3.7844 4.6247
H: 2.0289 -3.3555 2.9108
C: -5.7090 2.0509 -2.3364
C: -6.3712 3.2405 -1.7806
C: -5.6286 3.3608 -0.4965
O: -4.8164 2.2230 -0.3150
C: -4.4816 1.6936 -1.5666
H: -5.5135 2.2148 -3.3961
H: -6.4199 1.2247 -2.3474
H: -7.4100 2.9875 -1.5681
H: -6.3867 4.1898 -2.3160
H: -6.1996 3.4619 0.4265
H: -5.0183 4.2638 -0.5119
H: -4.1959 0.6431 -1.5127
H: -3.5630 2.2230 -1.8195
C: -5.2940 -1.7855 -0.4574
C: -5.9148 -3.0889 -0.9580
C: -4.8186 -4.1882 -0.7008
O: -3.6396 -3.4503 -0.8342
C: -3.8044 -2.0585 -0.3822
H: -5.7444 -1.5072 0.4954
H: -5.4860 -0.9731 -1.1583
H: -6.1499 -2.9543 -2.0138
H: -6.8383 -3.3671 -0.4501
H: -4.8338 -4.8760 -1.5463
H: -4.9059 -4.7519 0.2280
H: -3.1700 -1.4536 -1.0300
H: -3.3860 -1.9680 0.6202
O: 5.7195 -4.8358 -2.7046
S: 4.5282 -4.7485 -1.8719
O: 4.1496 -5.8642 -1.0123
O: 4.6462 -3.3663 -0.9017
C: 3.9486 -3.2441 0.3176
C: 2.8084 -2.1861 0.1545
C: 3.0528 -4.2913 -2.9649
H: 4.6310 -3.1405 1.1612
H: 3.5536 -4.2412 0.5120
H: 2.3177 -2.1787 1.1278
H: 2.0488 -2.5030 -0.5601
H: 3.2165 -1.1969 -0.0527
H: 2.1262 -4.3214 -2.3915
H: 3.1101 -4.9943 -3.7960
H: 3.3085 -3.3048 -3.3514
C: 1.8381 -7.5721 0.2300
O: 0.6700 -7.1249 0.9032
C: 0.4185 -5.8401 1.1203
O: 1.1491 -4.9140 0.9172
O: -0.8657 -5.6995 1.5937
C: -1.4018 -4.3209 1.7794
H: 1.8592 -7.2302 -0.8048
H: 1.8341 -8.6505 0.0720
H: 2.7678 -7.2600 0.7058
H: -0.9483 -3.6161 2.4764
H: -2.4002 -4.5048 2.1761
H: -1.5708 -3.8201 0.8261



2.
ORCA calculation (ωB97M-V/def2-TZVPD) on a 16-piece molecular cluster, C50H103Cl3F6N16O12S2 overall.

Calculated values
HOMO = -0.6237 hartree
LUMO energy = -12.03 eV
charge = +6
HOMO-LUMO gap = 4.945 eV

Positions of all 192 atoms, in Å:
C: -7.1522 -1.3295 -0.5386
C: -5.8983 -2.1643 -0.8442
O: -5.9572 -3.3145 -1.2865
N: -4.5586 -1.5173 -0.4637
H: -3.8153 -1.7054 -1.1212
H: -4.5789 -0.5372 -0.7068
C: -4.3560 -1.7832 1.0408
H: -7.0249 -0.3675 -1.0350
H: -7.1701 -1.2801 0.5502
H: -8.0354 -1.7816 -0.9899
H: -4.4871 -2.8465 1.2418
H: -4.9059 -1.1057 1.6940
H: -3.2967 -1.5697 1.1832
C: 6.1852 0.1902 1.7724
C: 5.4752 1.1985 0.8362
O: 5.7552 1.3364 -0.3347
N: 4.0829 1.6526 1.3868
H: 3.3373 1.4926 0.7246
H: 3.7453 1.0394 2.1150
C: 4.1577 3.1478 1.8801
H: 5.6586 -0.7641 1.7614
H: 6.2289 0.5714 2.7926
H: 7.1442 -0.1217 1.3588
H: 4.4357 3.6382 0.9471
H: 4.8836 3.3440 2.6691
H: 3.1455 3.4247 2.1750
C: -1.1400 -3.8887 4.9159
C: -0.5532 -2.8399 4.0344
O: -1.1887 -1.8737 3.6241
N: 0.9632 -2.9382 3.9285
H: 1.2608 -1.9797 3.8153
H: 1.3656 -3.3809 4.7422
C: 1.3967 -3.6743 2.6360
H: -0.4259 -4.5568 5.3973
H: -1.9354 -4.4858 4.4698
H: -1.6555 -3.3948 5.7396
H: 2.2399 -4.3005 2.9273
H: 1.5916 -2.7973 2.0187
H: 0.5306 -4.0542 2.0941
C: -3.8102 3.8469 3.0225
C: -4.4742 2.6621 2.3555
O: -3.8230 1.7854 1.8560
N: -5.9731 2.6216 2.3427
H: -6.4071 1.7098 2.3613
H: -6.2664 3.0246 3.2211
C: -6.5722 3.4850 1.2018
H: -3.9594 3.8076 4.1015
H: -4.3509 4.6942 2.6009
H: -2.7476 3.8584 2.7798
H: -6.3463 4.5117 1.4897
H: -7.6427 3.3283 1.0694
H: -6.1054 3.2876 0.2368
C: 4.8755 5.7163 -1.4183
C: 4.0717 4.4885 -1.9105
O: 3.2655 3.8876 -1.1742
N: 4.1944 4.1156 -3.4056
H: 4.1640 4.9465 -3.9790
H: 5.1513 3.8263 -3.5496
C: 3.0995 3.0183 -3.7547
H: 4.3030 6.6322 -1.5649
H: 5.7958 5.8633 -1.9835
H: 5.0969 5.5951 -0.3579
H: 3.0338 3.1524 -4.8345
H: 2.1142 3.2794 -3.3684
H: 3.3345 1.9639 -3.6091
C: 0.1233 5.0323 0.4878
C: -0.3838 5.4327 -0.8860
O: -0.5464 6.6123 -1.1424
N: -0.7479 4.3851 -1.8971
H: -0.4175 4.5826 -2.8308
H: -0.2578 3.5308 -1.6734
C: -2.2709 4.1745 -1.9050
H: -0.5615 4.3204 0.9486
H: 0.1438 5.8577 1.1994
H: 1.1492 4.6926 0.3450
H: -2.8400 5.0998 -1.9943
H: -2.5432 3.4715 -1.1178
H: -2.3703 3.5112 -2.7642
C: -4.8990 -1.9602 -6.7265
C: -4.2167 -2.0503 -5.3055
N: -2.8873 -1.5262 -5.2899
C: -1.8620 -1.9317 -6.1957
C: -0.8518 -1.0155 -6.0596
N: -1.1597 -0.1819 -4.9095
C: -2.3820 -0.4677 -4.4957
C: -0.1448 0.6147 -4.1394
H: -5.9781 -2.0888 -6.6425
H: -4.4169 -2.7134 -7.3497
H: -4.8471 -0.9746 -7.1890
H: -4.1985 -3.0469 -4.8644
H: -4.6944 -1.4112 -4.5629
H: -2.0441 -2.6590 -6.9731
H: 0.0659 -0.8771 -6.6118
H: -2.9343 0.0137 -3.7021
H: 0.4060 1.2024 -4.8739
H: 0.3867 -0.1171 -3.5311
H: -0.7428 1.2293 -3.4666
C: 4.7215 2.4333 6.1799
C: 3.3821 2.5755 6.9202
N: 2.3279 2.7454 6.0016
C: 2.0082 3.8879 5.2308
C: 1.0797 3.4184 4.2938
N: 0.6990 2.0974 4.5215
C: 1.4961 1.7261 5.5625
C: -0.2398 1.2894 3.7838
H: 4.7141 1.7806 5.3069
H: 5.4524 2.0611 6.8978
H: 5.0985 3.3591 5.7453
H: 3.3687 3.4081 7.6235
H: 3.2600 1.6520 7.4861
H: 2.6540 4.7535 5.2191
H: 0.5536 4.0135 3.5621
H: 1.4891 0.7168 5.9468
H: 0.3448 0.6486 3.1237
H: -0.9745 1.9572 3.3339
H: -0.8581 0.7072 4.4671
C: 4.6353 -4.7880 -4.1059
C: 4.0426 -4.6395 -5.5413
N: 2.6078 -4.9821 -5.6296
C: 1.4898 -4.2537 -5.2522
C: 0.2997 -4.9850 -5.5529
N: 0.7332 -6.0343 -6.2633
C: 2.1136 -6.0991 -6.2789
C: -0.1892 -7.0541 -6.8345
H: 4.3655 -3.9082 -3.5216
H: 5.7249 -4.8140 -4.0985
H: 4.3148 -5.6965 -3.5960
H: 4.5893 -5.2429 -6.2660
H: 4.2122 -3.6013 -5.8269
H: 1.6294 -3.3319 -4.7068
H: -0.7229 -4.6414 -5.5019
H: 2.6609 -6.9504 -6.6558
H: -0.3163 -6.8182 -7.8910
H: -1.1908 -6.8895 -6.4373
H: 0.1998 -8.0723 -6.8380
C: -4.5182 -2.2780 5.8357
C: -3.8202 -1.0158 5.3712
N: -4.1962 0.0927 6.1512
C: -3.3821 0.9470 6.7736
C: -4.1585 1.9763 7.3078
N: -5.5376 1.6836 6.9858
C: -5.4762 0.6030 6.1980
C: -6.6821 2.3376 7.5334
H: -5.6073 -2.2338 5.8390
H: -4.3668 -2.6334 6.8550
H: -4.2040 -3.0760 5.1630
H: -3.9718 -0.7745 4.3191
H: -2.7388 -1.1370 5.3087
H: -2.3060 0.8569 6.7832
H: -3.8766 2.8826 7.8231
H: -6.3517 0.0310 5.9282
H: -6.9996 1.7448 8.3913
H: -7.5582 2.3457 6.8850
H: -6.4801 3.3837 7.7634
C: 6.9014 0.7278 -4.0119
C: 7.0089 -0.6902 -3.4281
N: 5.9052 -1.1065 -2.4895
C: 6.1223 -1.6298 -1.1783
C: 4.8892 -2.1142 -0.7420
N: 3.9448 -1.8891 -1.7001
C: 4.5811 -1.2739 -2.7989
C: 2.5770 -2.2871 -1.6454
H: 7.4234 0.8550 -4.9603
H: 7.3706 1.4352 -3.3282
H: 5.8395 0.8944 -4.1930
H: 7.9586 -1.1064 -3.0922
H: 6.8639 -1.2756 -4.3361
H: 7.1281 -1.4703 -0.8185
H: 4.5496 -2.5546 0.1838
H: 4.1152 -1.0712 -3.7519
H: 2.2463 -2.2269 -0.6085
H: 2.4627 -3.3344 -1.9250
H: 1.9543 -1.7201 -2.3375
Cl: -4.7099 1.4632 -1.9747
Cl: -0.3227 4.1971 -5.3206
Cl: 3.1832 -0.6853 3.3322
C: -1.4124 -4.4532 -0.9576
F: -2.1647 -3.9366 0.0499
F: -0.0634 -4.7395 -0.6342
F: -1.9743 -5.6739 -1.2215
S: -1.5215 -3.2615 -2.5473
O: -2.0726 -4.1330 -3.5414
O: -2.4568 -2.1619 -2.2148
O: -0.1742 -2.8138 -2.8334
C: -0.2072 -0.0176 0.2176
F: -1.3449 0.5752 0.4958
F: 0.1368 -0.7839 1.2299
F: -0.3134 -0.7636 -0.9102
S: 1.1531 1.3509 -0.0535
O: 0.6834 2.2358 -1.1588
O: 1.2861 2.1256 1.2097
O: 2.3619 0.6158 -0.3903



We obtain E values of -3642.9158; -6519.7721 hartree for the records listed above, in that order.
We obtain maximum force values of 0.08268; 0.10565 Eh/bohr for the records listed above, in that order.